ORCA calculation (ωB97M-V/def2-TZVPD) on C18H21FeP2 as an isolated structure.

ORCA input file:
```
! wB97M-V def2-TZVPD RIJCOSX def2/J DEFGRID3
* xyz -1 5
C -0.470 -3.690 -0.097
C 0.342 -4.386 0.794
C 1.726 -4.088 0.915
C 2.274 -2.971 0.278
C 1.522 -2.087 -0.484
Fe 0.081 -2.079 0.590
P -2.005 -1.886 1.353
H -1.455 -4.065 -0.430
H -0.025 -5.201 1.447
H 2.389 -4.785 1.455
H 2.093 -1.316 -1.006
H 3.347 -2.769 0.399
H -2.321 -0.816 2.268
H -2.813 -2.925 1.890
H -2.820 -1.489 0.241
C 1.075 0.474 1.939
P 0.188 0.107 0.420
C -1.272 1.241 0.427
C -2.217 1.110 -0.598
C -3.378 1.883 -0.584
C -3.576 2.847 0.412
C -2.571 3.054 1.352
C -1.415 2.260 1.371
C 0.971 0.967 -0.992
C 1.468 2.252 -0.772
C 2.360 2.816 -1.699
C 2.735 2.103 -2.853
C 2.121 0.890 -3.127
C 1.191 0.347 -2.236
H 0.429 0.439 2.818
H 1.532 1.444 1.833
H 1.870 -0.255 2.086
H -2.062 0.375 -1.393
H -4.139 1.724 -1.332
H -4.503 3.419 0.445
H -2.686 3.832 2.099
H -0.659 2.437 2.134
H 1.216 2.809 0.133
H 2.790 3.781 -1.501
H 3.506 2.501 -3.516
H 2.403 0.321 -4.017
H 0.759 -0.625 -2.464
*
```

The total energy comes out at -71964.8957 eV. The expectation value of S² is 6.0864. The HOMO-LUMO gap (alpha / beta) comes out at 0.1129 / 0.2701 Eh.